Record 1
C18H15BrI2N3OPd as an isolated structure. Source: OMol25; level of theory: wB97M-V/def2-TZVPD.

CARTESIAN COORDINATES (ANGSTROEM)
Pd -0.395 0.010 -0.234
O 1.335 -1.053 -6.072
C 0.895 -0.725 -4.878
C 0.171 0.443 -4.591
C -0.226 0.680 -3.300
N 0.047 -0.180 -2.296
C 0.744 -1.282 -2.592
Br 1.079 -2.340 -1.063
C 1.192 -1.620 -3.834
H 1.117 -0.403 -6.758
H -0.072 1.159 -5.365
H -0.781 1.572 -3.041
H 1.757 -2.522 -4.024
C -5.292 -2.842 -1.670
C -4.964 -3.511 -0.476
C -3.876 -3.116 0.246
C -3.077 -2.024 -0.230
C -3.421 -1.358 -1.441
C -4.514 -1.762 -2.148
N -1.967 -1.567 0.434
N -1.708 -2.184 1.541
C -0.603 -1.797 2.200
C -0.358 -2.425 3.455
C 0.747 -2.066 4.188
C 1.626 -1.104 3.684
C 1.419 -0.475 2.431
C 0.306 -0.807 1.733
H -6.160 -3.158 -2.236
H -5.578 -4.334 -0.136
H -3.604 -3.611 1.166
H -2.808 -0.535 -1.784
H -4.796 -1.269 -3.068
H -1.063 -3.170 3.801
H 0.947 -2.528 5.146
H 2.506 -0.837 4.258
H 2.148 0.240 2.069
I -2.115 1.851 1.086
C -0.660 3.380 0.834
I 0.933 2.564 -0.293
H -0.300 3.685 1.810
H -1.110 4.193 0.275

The calculation puts the energy at -115117.9832 eV. As for the net charge: +3. Its energy above the lowest of the compared OMol25 structures with the same formula, charge and spin is 0.0 kJ/mol. The spin multiplicity is 5. The HOMO energy (spin up / spin down) is -18.0 / -18.4 eV. The value obtained for the gap between HOMO and LUMO (spin up / spin down) is 7.12 / 5.65 eV.

Record 2
C18H15BrZn as an isolated structure in a non-equilibrium geometry. Source: OMol25; level of theory: wB97M-V/def2-TZVPD.

CARTESIAN COORDINATES (ANGSTROEM)
C 1.090 -0.203 -2.256
C 1.799 -1.392 -1.868
C 0.898 -2.492 -1.982
H 2.843 -1.419 -1.590
C -0.374 -1.983 -2.404
C -0.274 -0.552 -2.554
H -1.082 0.111 -2.890
H 1.506 0.800 -2.304
H 1.159 -3.541 -1.867
H -1.240 -2.582 -2.606
Zn -0.311 2.386 -0.172
Br 2.187 2.594 -0.118
C -0.975 4.175 -1.094
C -1.575 3.668 -2.322
C -0.549 3.499 -3.284
H -2.649 3.568 -2.534
C 0.668 3.984 -2.735
C 0.432 4.411 -1.406
H 1.128 4.963 -0.815
H -1.545 4.677 -0.326
H -0.696 3.203 -4.337
H 1.599 4.089 -3.287
C -0.279 0.788 1.358
C -0.335 -0.215 2.139
C -0.461 -1.422 2.972
C -0.901 -2.654 2.369
C -0.628 -3.902 2.958
C -0.062 -4.026 4.226
C 0.177 -2.837 4.925
C -0.070 -1.571 4.355
H -1.428 -2.664 1.411
H -0.877 -4.836 2.425
H 0.187 -5.017 4.666
H 0.561 -2.901 5.944
H 0.077 -0.706 5.003

The calculation puts the energy at -137366.0704 eV. As for the net charge: -2. Its energy above the lowest of the compared OMol25 structures with the same formula, charge and spin is 16.8 kJ/mol. The HOMO energy is 0.1 eV. The value obtained for the gap between HOMO and LUMO is 4.48 eV.

Record 3
C18H15InN3O14S2 as an isolated structure in a non-equilibrium geometry. Source: OMol25; level of theory: wB97M-V/def2-TZVPD.

CARTESIAN COORDINATES (ANGSTROEM)
In -0.816 -1.170 -1.185
S -3.192 0.831 -2.264
O -4.310 1.055 -1.352
O -1.914 1.164 -1.615
O -3.137 -0.609 -2.583
O -3.431 1.589 -3.496
S -0.369 -0.600 -4.615
O -1.450 -1.465 -4.078
O 0.091 -1.031 -5.930
O -1.032 0.701 -4.755
O 0.654 -0.494 -3.564
C 2.896 4.971 -2.046
C 1.700 4.288 -1.961
C 1.639 2.939 -1.689
C 2.850 2.285 -1.510
C 4.069 2.928 -1.542
C 4.120 4.284 -1.895
N 2.779 0.827 -1.494
O 1.748 0.311 -1.136
O 3.784 0.197 -1.774
H 3.020 6.014 -2.307
H 0.746 4.778 -2.113
H 0.642 2.520 -1.748
H 4.941 2.295 -1.447
H 5.020 4.878 -1.845
C -3.736 -7.070 2.149
C -2.428 -7.364 2.585
C -1.321 -6.675 2.124
C -1.504 -5.558 1.313
C -2.787 -5.187 0.922
C -3.869 -5.949 1.352
N -0.320 -4.825 0.846
O -0.464 -3.754 0.266
O 0.772 -5.343 1.012
H -4.495 -7.790 2.412
H -2.369 -8.190 3.283
H -0.319 -7.033 2.314
H -2.920 -4.403 0.190
H -4.839 -5.766 0.903
C 1.868 4.240 3.385
C 2.301 3.444 2.328
C 1.381 2.561 1.810
C 0.155 2.406 2.459
C -0.278 3.157 3.532
C 0.633 4.134 4.000
N -0.752 1.322 2.012
O -1.809 1.097 2.544
O -0.418 0.773 0.980
H 2.470 5.124 3.578
H 3.210 3.472 1.743
H 1.655 1.906 0.995
H -1.198 3.030 4.080
H 0.333 4.759 4.827

The calculation puts the energy at -78877.0872 eV. As for the net charge: -1. The HOMO energy is -5.7 eV. The value obtained for the gap between HOMO and LUMO is 4.60 eV.

Record 4
C18H15LiN2O3S as an isolated structure in a non-equilibrium geometry. Source: OMol25; level of theory: wB97M-V/def2-TZVPD.

CARTESIAN COORDINATES (ANGSTROEM)
C -6.062 0.557 3.176
C -4.940 -0.153 2.163
N -4.978 0.239 0.848
C -3.950 -1.274 2.831
C -2.439 -1.340 2.204
C -2.046 -2.724 1.354
C -0.548 -2.984 0.690
C 0.587 -1.815 0.879
C 0.277 -0.398 1.713
C -1.258 -0.214 2.354
N 1.352 0.654 1.879
C 2.005 1.043 0.570
C 2.104 2.649 0.203
C 2.818 3.028 -1.238
C 3.435 1.866 -2.267
C 4.129 2.289 -3.724
O 5.451 2.450 -3.864
O 3.191 2.529 -4.865
C 3.345 0.240 -1.889
C 3.904 -0.969 -2.847
C 2.634 -1.896 -3.373
O 1.555 -1.333 -3.976
C 2.617 -0.120 -0.464
S 2.349 -1.911 0.147
H -6.028 -0.027 4.205
H -7.153 0.397 2.743
H -5.811 1.674 3.419
H -4.247 -0.313 0.349
H -3.827 -0.984 3.981
H -4.477 -2.319 2.799
H -2.827 -3.608 1.195
H -0.246 -3.958 0.096
H -1.519 0.759 2.971
H 0.871 1.464 2.347
H 1.704 3.528 0.864
H 2.881 4.173 -1.564
H 4.485 -0.498 -3.755
H 4.671 -1.698 -2.307
H 2.691 -3.065 -3.161
Li 3.298 4.063 -6.686

The calculation puts the energy at -39051.0482 eV. The HOMO energy is -7.4 eV. The value obtained for the gap between HOMO and LUMO is 5.76 eV.

Record 5
One molecule with the formula C18H16BrN3O3 in a non-equilibrium geometry. Source: OMol25; level of theory: wB97M-V/def2-TZVPD.

CARTESIAN COORDINATES (ANGSTROEM)
C -5.746 -0.315 -0.548
C -4.614 -1.262 -0.269
C -4.889 -2.445 0.408
C -3.915 -3.398 0.628
C -2.637 -3.191 0.142
C -2.318 -2.019 -0.522
C -3.303 -1.037 -0.696
O -2.879 0.098 -1.376
C -3.192 1.370 -0.862
H -2.524 2.059 -1.393
H -4.228 1.667 -1.049
C -2.936 1.507 0.624
O -4.011 1.854 1.348
N -1.830 1.310 1.197
N -0.682 0.880 0.829
C 0.289 1.610 0.407
C 0.249 3.053 0.027
N 1.519 3.357 -0.403
C 2.360 2.261 -0.334
C 3.694 2.153 -0.670
C 4.309 0.919 -0.506
C 3.593 -0.163 -0.016
C 2.253 -0.071 0.330
C 1.639 1.156 0.163
H 1.710 -0.918 0.716
Br 4.483 -1.835 0.192
H 5.351 0.800 -0.761
H 4.249 2.996 -1.050
H 1.795 4.270 -0.728
O -0.693 3.815 0.049
H -3.762 1.987 2.273
C -0.942 -1.786 -1.062
H -0.985 -1.609 -2.135
H -0.301 -2.642 -0.866
H -0.509 -0.900 -0.600
H -1.876 -3.944 0.281
H -4.156 -4.308 1.157
H -5.898 -2.621 0.754
H -5.733 0.533 0.137
H -6.694 -0.833 -0.419
H -5.696 0.053 -1.571

The calculation puts the energy at -99580.0711 eV. Its energy above the lowest of the compared OMol25 structures with the same formula, charge and spin is 160.9 kJ/mol. The HOMO energy is -8.4 eV. The value obtained for the gap between HOMO and LUMO is 7.88 eV. The SMILES is Cc1cccc(C)c1OC/C(O)=N\N=C1/C(=O)Nc2ccc(Br)cc21.

Record 6
One molecule with the formula C18H16BrNO5 in a non-equilibrium geometry. Source: OMol25; level of theory: wB97M-V/def2-TZVPD.

CARTESIAN COORDINATES (ANGSTROEM)
C -0.650 -1.448 1.728
C -0.542 -0.490 0.597
C 0.152 0.678 0.505
C -0.093 1.226 -0.789
C -0.953 0.342 -1.437
N -1.191 -0.696 -0.600
C -2.069 -1.804 -0.865
C -3.419 -1.582 -0.250
C -4.085 -0.436 0.070
C -5.322 -0.846 0.628
C -5.312 -2.204 0.604
O -4.161 -2.661 0.076
H -6.030 -2.935 0.918
H -6.103 -0.212 0.993
H -3.739 0.568 -0.066
H -1.642 -2.725 -0.456
H -2.165 -1.929 -1.949
C -1.520 0.424 -2.805
H -2.609 0.399 -2.774
H -1.205 1.360 -3.258
H -1.173 -0.403 -3.426
C 0.436 2.449 -1.345
O -0.003 3.013 -2.328
C 1.642 3.049 -0.610
H 2.063 3.850 -1.226
H 1.331 3.459 0.359
O 2.643 2.059 -0.408
C 3.145 1.921 0.816
O 2.857 2.600 1.773
C 4.102 0.811 0.884
C 4.869 0.385 1.943
C 5.597 -0.731 1.486
C 5.210 -0.896 0.185
O 4.316 0.019 -0.192
Br 5.716 -2.163 -1.078
H 6.300 -1.329 2.027
H 4.897 0.829 2.916
H 0.733 1.116 1.291
H -0.220 -2.416 1.469
H -1.692 -1.601 2.010
H -0.112 -1.053 2.585

The calculation puts the energy at -100694.6820 eV. Its energy above the lowest of the compared OMol25 structures with the same formula, charge and spin is 0.0 kJ/mol. The HOMO energy is -8.2 eV. The value obtained for the gap between HOMO and LUMO is 8.68 eV. The SMILES is Cc1cc(C(=O)COC(=O)c2ccc(Br)o2)c(C)n1Cc1ccco1.